{
  "formula": "C14H32DyNO2P2Si",
  "method": "the ωB97M-V functional and the def2-TZVPD basis",
  "charge": 2,
  "de_lowest_kj_mol": 53.1,
  "spin_multiplicity": 6,
  "homo_ev": [-13.4, -13.4],
  "lumo_energy_ev": [-6.98, -6.89],
  "orbital_gap_ev": [6.46, 6.55],
  "symbols": ["Dy", "P", "C", "C", "N", "C", "C", "C", "C", "C", "P", "H", "H", "H", "H", "H", "H", "H", "H", "O", "H", "H", "O", "H", "C", "H", "H", "H", "C", "H", "H", "H", "C", "H", "H", "H", "C", "H", "H", "H", "C", "Si", "C", "C", "H", "H", "H", "H", "H", "H", "H", "H", "H"],
  "coordinates": [[-0.0462, -0.1221, 0.2041], [-2.6841, 0.4061, -0.2429], [-2.1430, 0.7051, -2.0206], [-0.8546, 1.3204, -2.4281], [0.2969, 1.1066, -1.6744], [1.5339, 1.3542, -2.1864], [1.6437, 1.9943, -3.4031], [0.5029, 2.2814, -4.1457], [-0.7542, 1.9456, -3.6795], [2.7628, 0.9767, -1.3834], [2.6671, -0.4986, -0.2526], [-1.6604, 2.1119, -4.2921], [2.6452, 2.2360, -3.7608], [0.5994, 2.7327, -5.1346], [3.6046, 0.7762, -2.0579], [3.0652, 1.8252, -0.7489], [-2.1105, -0.5499, -2.7650], [-2.9628, 1.1946, -2.5557], [-1.0265, -1.9912, -1.8526], [-1.7956, -1.5781, -2.9153], [-2.1313, -1.9203, -3.7773], [-0.0471, -1.0025, 2.1012], [-0.5166, -2.0381, -0.8899], [0.1713, -2.7099, -0.9713], [3.1159, -1.8483, -1.3843], [4.1278, -1.6902, -1.7719], [3.0955, -2.8026, -0.8391], [2.4435, -1.8788, -2.2495], [4.2012, -0.3135, 0.7081], [4.3118, -1.1575, 1.3951], [5.0845, -0.2637, 0.0609], [4.1732, 0.5957, 1.3134], [-3.7917, 1.7624, 0.2615], [-4.7999, 1.6401, -0.1537], [-3.8703, 1.7552, 1.3555], [-3.4069, 2.7533, -0.0017], [-3.8685, -0.9449, -0.5558], [-4.2402, -1.2902, 0.4175], [-4.6940, -0.5854, -1.1858], [-3.3814, -1.7779, -1.0769], [1.4997, 0.5861, 4.2728], [0.0833, -0.3754, 3.5054], [0.1551, -2.1382, 4.1605], [-1.4874, 0.5080, 4.0197], [2.4732, 0.1559, 4.0105], [1.3823, 0.5000, 5.3707], [1.4975, 1.6427, 3.9657], [0.1301, -2.1394, 5.2568], [-0.6686, -2.7288, 3.7313], [1.0959, -2.5971, 3.8278], [-1.6011, 0.3851, 5.1105], [-1.4402, 1.5820, 3.7882], [-2.3803, 0.1094, 3.5196]],
  "lowdin_charge": [1.39, 0.75, -0.35, -0.32, -0.10, -0.33, -0.02, -0.01, -0.01, -0.28, 0.77, 0.14, 0.13, 0.13, 0.11, 0.11, 0.00, 0.09, 0.04, -0.13, 0.11, -0.09, -0.24, 0.07, -0.25, 0.07, 0.06, 0.06, -0.25, 0.06, 0.07, 0.05, -0.25, 0.06, 0.04, 0.06, -0.25, 0.06, 0.07, 0.04, -0.18, 0.49, -0.21, -0.20, 0.03, 0.07, 0.04, 0.05, 0.04, 0.04, 0.06, 0.04, 0.03]
}

{
  "formula": "C19H63IN24O16PS",
  "method": "the ωB97M-V functional and the def2-TZVPD basis",
  "charge": 1,
  "homo_ev": -11.2,
  "lumo_energy_ev": -2.29,
  "orbital_gap_ev": 8.94,
  "symbols": ["C", "C", "C", "C", "C", "N", "C", "C", "O", "I", "P", "N", "O", "O", "S", "C", "O", "O", "H", "H", "H", "H", "H", "H", "H", "H", "H", "H", "H", "H", "H", "H", "H", "H", "H", "H", "H", "C", "O", "N", "N", "H", "H", "H", "H", "C", "O", "N", "N", "H", "H", "H", "H", "C", "O", "N", "N", "H", "H", "H", "H", "C", "O", "N", "N", "H", "H", "H", "H", "C", "O", "N", "N", "H", "H", "H", "H", "C", "O", "N", "N", "H", "H", "H", "H", "C", "O", "N", "N", "H", "H", "H", "H", "C", "O", "N", "N", "H", "H", "H", "H", "C", "O", "N", "N", "H", "H", "H", "H", "C", "O", "N", "N", "H", "H", "H", "H", "C", "O", "N", "N", "H", "H", "H", "H"],
  "coordinates": [[4.3601, -2.3373, -0.3746], [3.6616, -1.2483, -1.1822], [2.1508, -1.4697, -1.3485], [1.4789, -1.6544, 0.0194], [1.2176, -3.1462, 0.2932], [0.2085, -0.7826, 0.2284], [-0.4096, -1.2607, 1.5619], [-1.2628, -0.2586, 2.3559], [-2.2551, 0.2817, 2.0198], [-0.5338, 0.0920, 4.3671], [0.7233, 0.9827, 0.4315], [1.7185, 1.4426, -0.6468], [-0.5950, 1.7722, 0.3461], [1.3323, 1.0337, 1.8906], [-0.9613, -0.8383, -1.1436], [-0.9958, -2.4371, -1.9052], [-0.6009, 0.1058, -2.1406], [-2.2778, -0.6063, -0.6522], [4.3914, -2.1477, 0.6981], [3.9347, -3.3096, -0.6034], [5.4006, -2.3334, -0.6932], [3.7725, -0.2623, -0.7342], [4.0790, -1.2032, -2.1825], [1.7719, -0.6383, -1.9336], [2.0431, -2.3579, -1.9674], [2.1870, -1.3022, 0.7656], [1.8584, -3.7637, -0.3163], [0.1909, -3.4741, 0.1847], [1.4817, -3.3601, 1.3223], [0.4350, -1.4799, 2.1983], [-1.0273, -2.1420, 1.4309], [2.5946, 1.7336, -0.2325], [-0.5376, 2.4222, -0.3941], [1.7356, 1.9038, 2.0252], [-1.3508, -3.1596, -1.1758], [-0.0628, -2.7279, -2.3676], [-1.7621, -2.3997, -2.6685], [-4.5619, -3.5480, 0.6545], [-3.6684, -4.1278, 0.0470], [-5.7394, -4.1568, 0.9800], [-4.4321, -2.2482, 1.0432], [-6.4808, -3.7004, 1.4756], [-5.8547, -5.1130, 0.7023], [-3.5676, -1.8046, 0.7971], [-5.1305, -1.7290, 1.5401], [-0.7834, -5.1038, 3.1543], [-0.2778, -4.0239, 2.8637], [-0.6021, -6.2202, 2.3948], [-1.5615, -5.2632, 4.2598], [-1.0055, -7.1108, 2.6139], [-0.0320, -6.1345, 1.5755], [-1.7087, -4.4580, 4.8387], [-1.9844, -6.1336, 4.5197], [6.7411, -0.2277, -3.6486], [5.6486, -0.7370, -3.4427], [7.3499, -0.2781, -4.8707], [7.4378, 0.4232, -2.6738], [8.2454, 0.1283, -5.0612], [6.8627, -0.7524, -5.6065], [7.0210, 0.4685, -1.7642], [8.3380, 0.8383, -2.8172], [4.7137, -0.6795, 3.4250], [4.4816, -1.6879, 2.7710], [3.7695, 0.2824, 3.6476], [5.9324, -0.4455, 3.9928], [3.9349, 1.1088, 4.1912], [2.8587, 0.1273, 3.2588], [6.6447, -1.1363, 3.8536], [6.1444, 0.3690, 4.5362], [0.6605, 4.0501, 5.3256], [1.3829, 3.2432, 4.7557], [-0.6253, 3.7492, 5.6864], [1.0786, 5.3100, 5.6422], [-1.2418, 4.3895, 6.1480], [-0.9455, 2.8273, 5.4590], [2.0157, 5.5597, 5.3897], [0.5032, 5.9854, 6.1071], [-0.8983, 5.0259, -1.7384], [-0.6546, 3.8225, -1.6921], [-1.2473, 5.7445, -0.6449], [-0.8548, 5.7212, -2.9136], [-1.4717, 6.7202, -0.6748], [-1.3103, 5.2597, 0.2357], [-0.6051, 5.2133, -3.7414], [-1.0543, 6.7005, -2.9825], [-4.9954, 5.4575, -2.0772], [-4.4993, 5.8148, -1.0122], [-6.2813, 5.7078, -2.4237], [-4.2392, 4.7645, -2.9751], [-6.6909, 5.3986, -3.2836], [-6.8508, 6.2053, -1.7657], [-3.3023, 4.5638, -2.6749], [-4.5570, 4.4521, -3.8721], [-3.0323, -3.8715, -6.4742], [-2.8179, -4.4092, -7.5401], [-3.9084, -4.3843, -5.5514], [-2.4123, -2.7024, -6.1032], [-4.1017, -3.9567, -4.6668], [-4.3766, -5.2370, -5.7929], [-1.7666, -2.2994, -6.7555], [-2.5765, -2.2394, -5.2314], [9.2701, -3.1153, -0.6889], [9.6945, -1.9841, -0.8413], [9.5304, -4.1246, -1.5756], [8.4946, -3.4670, 0.3851], [9.1906, -5.0604, -1.4680], [10.0951, -3.8991, -2.3719], [8.2853, -2.7473, 1.0491], [8.1298, -4.3878, 0.5332], [-3.7075, 4.4404, 2.3548], [-2.6253, 4.3539, 1.7870], [-3.8362, 4.1827, 3.6979], [-4.8543, 4.7933, 1.7144], [-4.7048, 4.2437, 4.1928], [-3.0067, 3.9199, 4.1936], [-4.7859, 4.9871, 0.7262], [-5.7439, 4.8682, 2.1690], [-7.0704, 2.1680, -0.9696], [-7.6507, 3.1987, -0.6793], [-7.7369, 1.0392, -1.3719], [-5.7070, 2.0551, -0.9171], [-7.2801, 0.1821, -1.6159], [-8.7366, 1.0907, -1.4201], [-5.1882, 2.8629, -0.6220], [-5.2082, 1.2181, -1.1505]],
  "lowdin_charge": [-0.08, -0.23, -0.20, -0.30, -0.03, -0.21, -0.17, -0.79, 0.04, 0.98, 0.49, -0.07, -0.09, -0.17, 0.66, -0.08, -0.24, -0.26, 0.04, 0.07, 0.07, 0.10, 0.07, 0.09, 0.11, 0.13, 0.08, 0.06, 0.08, 0.08, 0.12, 0.02, 0.07, 0.11, 0.06, 0.08, 0.08, -0.68, 0.00, 0.16, 0.17, 0.10, 0.10, 0.05, 0.10, -0.65, 0.00, 0.17, 0.16, 0.10, 0.10, 0.11, 0.10, -0.66, 0.01, 0.15, 0.17, 0.09, 0.10, 0.10, 0.10, -0.66, 0.01, 0.17, 0.16, 0.10, 0.05, 0.10, 0.10, -0.68, -0.03, 0.15, 0.16, 0.10, 0.01, 0.10, 0.10, -0.67, 0.01, 0.19, 0.16, 0.11, 0.08, 0.11, 0.10, -0.67, -0.01, 0.18, 0.17, 0.10, 0.11, 0.08, 0.10, -0.69, 0.04, 0.14, 0.14, 0.08, 0.10, 0.10, 0.07, -0.69, 0.01, 0.15, 0.15, 0.09, 0.10, 0.09, 0.09, -0.66, 0.01, 0.15, 0.18, 0.09, 0.07, 0.05, 0.10, -0.68, 0.01, 0.14, 0.17, 0.09, 0.10, 0.08, 0.09]
}

{
  "formula": "C27H42Cl5O3PSiSr",
  "method": "the ωB97M-V functional and the def2-TZVPD basis",
  "de_lowest_kj_mol": 141.5,
  "homo_ev": -8.0,
  "lumo_energy_ev": 0.18,
  "orbital_gap_ev": 8.18,
  "symbols": ["Sr", "Cl", "C", "C", "Cl", "C", "Cl", "C", "O", "C", "Cl", "C", "Cl", "C", "Si", "C", "C", "O", "H", "H", "H", "H", "H", "H", "H", "H", "H", "O", "P", "C", "C", "C", "C", "C", "C", "C", "C", "C", "C", "C", "C", "C", "C", "C", "C", "C", "C", "H", "H", "H", "H", "H", "H", "H", "H", "H", "H", "H", "H", "H", "H", "H", "H", "H", "H", "H", "H", "H", "H", "H", "H", "H", "H", "H", "H", "H", "H", "H", "H", "H"],
  "coordinates": [[0.1298, 0.2569, 0.3777], [-2.3544, -4.4223, -4.6894], [-1.7236, -3.6456, -3.2913], [-1.6498, -2.2595, -3.2242], [-2.1882, -1.3078, -4.5463], [-1.1477, -1.6369, -2.0904], [-1.0509, 0.0715, -2.0512], [-0.6940, -2.3547, -0.9587], [-0.2438, -1.7944, 0.0931], [-0.7873, -3.7687, -1.0747], [-0.2399, -4.6822, 0.2693], [-1.2802, -4.3996, -2.2026], [-1.3530, -6.1096, -2.2826], [4.9100, 0.6653, 0.2764], [3.4698, 1.6579, 1.0469], [3.8009, 1.7501, 2.9434], [3.5078, 3.4282, 0.3265], [2.0625, 0.9970, 0.7198], [5.8694, 0.9343, 0.7083], [4.9666, 0.8482, -0.7907], [4.7676, -0.4012, 0.4180], [4.6911, 2.3324, 3.1619], [3.9505, 0.7593, 3.3627], [2.9766, 2.2170, 3.4751], [4.3309, 4.0207, 0.7105], [2.5820, 3.9536, 0.5411], [3.6121, 3.3764, -0.7514], [-1.3652, 0.8798, 1.8083], [-1.5243, 0.4732, 3.2367], [-1.2313, 1.9713, 4.2954], [-0.2481, 2.9200, 3.6057], [-0.0318, 4.1392, 4.4987], [0.6240, 3.7510, 5.8348], [0.5298, 2.2486, 6.0980], [-0.8586, 1.7110, 5.7637], [-0.4561, -1.0188, 3.5286], [1.0283, -0.6915, 3.3630], [1.8319, -1.9768, 3.5270], [1.7689, -2.4573, 4.9848], [0.5397, -1.8937, 5.7066], [-0.6916, -1.8602, 4.7990], [-3.2950, -0.0407, 3.4707], [-4.1622, 0.8149, 2.5376], [-5.6377, 0.5838, 2.8453], [-6.0010, 1.0961, 4.2470], [-4.7732, 1.1666, 5.1587], [-3.8344, -0.0118, 4.9121], [-2.2127, 2.4640, 4.2618], [-0.6677, 3.2302, 2.6460], [0.7056, 2.4309, 3.3967], [-1.0016, 4.6087, 4.6831], [0.5884, 4.8683, 3.9778], [0.1426, 4.2949, 6.6497], [1.6760, 4.0369, 5.8331], [0.7557, 2.0453, 7.1467], [1.2768, 1.7274, 5.4985], [-1.5891, 2.1992, 6.4136], [-0.8844, 0.6449, 5.9867], [-0.7415, -1.6137, 2.6447], [1.3648, 0.0353, 4.1023], [1.2216, -0.2838, 2.3655], [2.8668, -1.8062, 3.2304], [1.4185, -2.7327, 2.8526], [2.6629, -2.1337, 5.5224], [1.7526, -3.5473, 5.0131], [0.7565, -0.8863, 6.0654], [0.3164, -2.5054, 6.5820], [-1.5488, -1.4892, 5.3630], [-0.9243, -2.8853, 4.5041], [-3.3224, -1.0733, 3.0974], [-3.9466, 0.5457, 1.5027], [-3.9221, 1.8750, 2.6525], [-5.8402, -0.4861, 2.7739], [-6.2545, 1.0832, 2.0983], [-6.7480, 0.4345, 4.6897], [-6.4492, 2.0894, 4.1808], [-5.0939, 1.1600, 6.2025], [-4.2408, 2.1042, 4.9914], [-4.3875, -0.9337, 5.1071], [-3.0178, 0.0404, 5.6300]],
  "lowdin_charge": [1.49, 0.67, -0.72, -0.71, 0.69, -0.59, 0.72, -0.50, -0.37, -0.61, 0.72, -0.71, 0.69, -0.17, 0.27, -0.16, -0.17, -0.66, 0.02, 0.02, 0.02, 0.02, 0.01, -0.01, 0.02, 0.01, 0.02, -0.56, 0.86, -0.32, -0.20, -0.18, -0.18, -0.20, -0.18, -0.33, -0.21, -0.16, -0.18, -0.20, -0.17, -0.33, -0.21, -0.19, -0.19, -0.20, -0.19, 0.11, 0.12, 0.10, 0.11, 0.11, 0.11, 0.11, 0.12, 0.09, 0.12, 0.08, 0.11, 0.10, 0.04, 0.11, 0.12, 0.11, 0.11, 0.09, 0.11, 0.09, 0.12, 0.13, 0.11, 0.12, 0.11, 0.11, 0.11, 0.11, 0.11, 0.10, 0.12, 0.08]
}

{
  "formula": "C19H32N2O4S",
  "method": "the ωB97M-V functional and the def2-TZVPD basis",
  "de_lowest_kj_mol": 98.4,
  "homo_ev": -8.5,
  "lumo_energy_ev": 0.70,
  "orbital_gap_ev": 9.23,
  "symbols": ["C", "C", "O", "C", "C", "C", "C", "O", "C", "C", "C", "S", "O", "O", "N", "C", "C", "C", "C", "C", "N", "C", "C", "C", "C", "C", "H", "H", "H", "H", "H", "H", "H", "H", "H", "H", "H", "H", "H", "H", "H", "H", "H", "H", "H", "H", "H", "H", "H", "H", "H", "H", "H", "H", "H", "H", "H", "H"],
  "coordinates": [[4.1431, 2.1165, 4.4070], [5.1472, 1.5209, 3.4258], [5.0458, 0.1097, 3.3289], [4.0320, -0.4417, 2.6218], [3.9731, -1.8394, 2.6269], [2.9923, -2.5205, 1.9380], [2.0319, -1.8193, 1.2104], [0.9723, -2.4030, 0.5678], [1.2521, -3.4883, -0.3103], [2.1986, -3.0787, -1.4301], [2.1085, -0.4343, 1.1911], [0.9890, 0.4970, 0.1464], [1.1442, 0.0436, -1.2136], [1.2296, 1.8906, 0.3791], [-0.5005, 0.0883, 0.7957], [-1.6974, 0.3363, -0.0109], [-1.8627, -0.7049, -1.1176], [-3.0900, -0.4196, -2.0088], [-2.9779, -1.2683, -3.2820], [-4.3889, -0.8191, -1.2955], [-3.1547, 0.9725, -2.4419], [-2.8659, 2.0411, -1.4891], [-2.5737, 3.2976, -2.3184], [-4.0941, 2.3348, -0.6184], [-1.6295, 1.7292, -0.6213], [3.0809, 0.2573, 1.8839], [3.1233, 1.9585, 4.0658], [4.3196, 3.1840, 4.5032], [4.2591, 1.6498, 5.3821], [6.1657, 1.6889, 3.7870], [5.0471, 1.9818, 2.4368], [4.7198, -2.3772, 3.1896], [2.9694, -3.5989, 1.9703], [1.6476, -4.3458, 0.2489], [0.2726, -3.7561, -0.7134], [1.8667, -2.1300, -1.8475], [2.2069, -3.8373, -2.2074], [3.2096, -2.9501, -1.0486], [-0.4516, -0.8906, 1.0467], [-2.5375, 0.2752, 0.6933], [-1.9530, -1.7010, -0.6766], [-0.9575, -0.6838, -1.7277], [-2.0657, -1.0291, -3.8251], [-2.9590, -2.3267, -3.0347], [-3.8292, -1.0742, -3.9297], [-5.2371, -0.4213, -1.8449], [-4.4292, -0.4449, -0.2791], [-4.4727, -1.9028, -1.2589], [-2.5231, 1.0821, -3.2279], [-2.3686, 4.1423, -1.6665], [-1.7060, 3.1448, -2.9571], [-3.4304, 3.5339, -2.9449], [-3.9838, 3.3072, -0.1450], [-4.9831, 2.3473, -1.2426], [-4.2302, 1.5966, 0.1633], [-1.5194, 2.4714, 0.1692], [-0.7341, 1.7768, -1.2441], [3.0584, 1.3311, 1.8005]],
  "lowdin_charge": [-0.06, -0.24, -0.05, -0.26, 0.02, 0.01, -0.28, -0.11, -0.22, -0.05, -0.18, 0.70, -0.29, -0.29, -0.07, -0.33, -0.09, -0.56, -0.04, -0.03, 0.05, -0.55, -0.04, -0.03, -0.10, 0.02, 0.07, 0.08, 0.08, 0.12, 0.12, 0.12, 0.12, 0.11, 0.12, 0.06, 0.08, 0.08, 0.09, 0.14, 0.13, 0.11, 0.08, 0.08, 0.09, 0.09, 0.06, 0.08, 0.11, 0.09, 0.08, 0.09, 0.08, 0.09, 0.06, 0.13, 0.11, 0.11]
}

Number 1: E -71147.0916 eV. Number 2: E -117478.1304 eV. Number 3: E -115443.8377 eV. Number 4: E -42227.3837 eV.